Density functional theory data (ωB97M-V/def2-TZVPD) for the ion C9H14N with charge +1 in a non-equilibrium geometry.

Computed properties:
E_HOMO (alpha / beta) in Eh: -0.443 / -0.421
Calculated total energy in eV: -11036.905
E_LUMO (alpha / beta) in eV: -5.215 / -5.755
SMILES: CC1=C2C[C@H]3[C@@H]([C@@H]2C)[N@@+]13C
Relative energy (zero: lowest compared OMol25 entry of this formula, charge and spin) in eV: 6.915
M in g/mol: 136.2
Multiplicity: 1
Charge: +1
Gap between HOMO and LUMO (alpha / beta) in eV: 6.8342 / 5.6895

Each line ends with the Mulliken charge.
Atoms and positions in Å:
C (-1.14924, -1.69280, -0.99757)  -1.0595
C (-0.57740, -0.73506, 0.02277)  0.2960
C (0.52634, -1.04057, 0.89195)  -0.3754
C (0.23936, -0.19698, 2.15676)  -0.7913
C (-0.18630, 1.04343, 1.40452)  -0.0148
C (0.68608, 1.10874, 0.22082)  -0.5121
C (1.57474, -0.09697, 0.21515)  0.0995
C (1.96545, -0.60866, -1.15542)  -1.4230
N (-0.75870, 0.65751, 0.13749)  0.3804
C (-1.70515, 1.47596, -0.54413)  -0.9137
H (-0.30030, -2.06313, -1.63925)  0.2970
H (-1.93365, -1.16356, -1.66258)  0.3044
H (-1.74809, -2.52032, -0.46375)  0.3357
H (-0.64564, -0.55177, 2.77259)  0.3614
H (1.02883, -0.26425, 2.91524)  0.3832
H (-0.59547, 1.86494, 2.00821)  0.4805
H (0.91973, 2.03344, -0.28923)  0.4967
H (2.51427, 0.07344, 0.69544)  0.6100
H (1.11258, -0.52349, -1.89151)  0.2406
H (2.11418, -1.71215, -1.02874)  0.3604
H (2.82343, -0.14836, -1.75107)  0.3740
H (-1.70593, 1.26464, -1.64415)  0.3455
H (-2.77019, 1.24728, -0.09281)  0.3157
H (-1.42893, 2.54870, -0.28072)  0.4089

=====

Density functional theory data (ωB97M-V/def2-TZVPD) for a cluster of 2 separate species, C2HNO2S in total in a non-equilibrium geometry.

Computed properties:
E_HOMO in Eh: -0.394
Calculated total energy in eV: -18506.968
E_LUMO in eV: 0.135
Relative energy (zero: lowest compared OMol25 entry of this formula, charge and spin) in eV: 3.850
M in g/mol: 103.1
Multiplicity: 1
Charge: 0
Gap between HOMO and LUMO in eV: 10.8560

Each line ends with the Mulliken charge.
Atoms and positions in Å:
C (-0.89965, 0.30071, -1.20494)  -0.2171
C (1.57812, -1.23070, -0.21062)  0.6809
N (-1.27332, 0.89231, -0.29637)  0.1760
O (1.24172, -0.57643, 0.70570)  -0.3852
O (-1.51154, 1.59614, 0.79150)  -0.3564
S (2.08788, -1.99478, -1.43144)  -0.2977
H (-1.22320, 1.01275, 1.64618)  0.3994

=====

Density functional theory data (ωB97M-V/def2-TZVPD) for a cluster of 2 separate species, C2H5IN2 in total in a non-equilibrium geometry.

Computed properties:
E_HOMO in Eh: -0.336
Calculated total energy in eV: -13232.216
E_LUMO in eV: 0.089
Relative energy (zero: lowest compared OMol25 entry of this formula, charge and spin) in eV: 2.237
M in g/mol: 184.0
Multiplicity: 1
Charge: 0
Gap between HOMO and LUMO in eV: 9.2193

Each line ends with the Mulliken charge.
Atoms and positions in Å:
C (-0.87156, -1.85098, -0.34809)  -0.1718
C (1.29860, 1.03882, 0.05807)  -0.8374
N (-2.59840, -0.25265, 0.02724)  -0.8053
N (-1.59521, -0.93059, -0.10360)  0.4548
I (3.37682, 0.33607, 0.35377)  -0.0071
H (1.27136, 2.08936, -0.38200)  0.3507
H (-0.08109, -2.37804, 0.10842)  0.2949
H (0.73469, 0.41012, -0.70175)  0.1945
H (0.83671, 0.85898, 1.03469)  0.2851
H (-2.37191, 0.67892, -0.04675)  0.2416

=====

Density functional theory data (ωB97M-V/def2-TZVPD) for an isolated molecule of C5H9Cl in a non-equilibrium geometry.

Computed properties:
E_HOMO in Eh: -0.333
Calculated total energy in eV: -17852.876
E_LUMO in eV: 0.949
SMILES: CC/C=C(/C)Cl
Relative energy (zero: lowest compared OMol25 entry of this formula, charge and spin) in eV: 0.455
M in g/mol: 104.6
Multiplicity: 1
Charge: 0
Gap between HOMO and LUMO in eV: 10.0005

Each line ends with the Mulliken charge.
Atoms and positions in Å:
C (0.92601, -0.30891, -2.13553)  -1.0916
C (0.74242, 0.63510, -0.93954)  -0.2779
C (-0.36875, 0.34097, -0.03856)  -0.4972
C (-0.27408, 0.02999, 1.25394)  0.6534
C (-1.35804, -0.42080, 2.20293)  -1.1080
Cl (1.32394, -0.00606, 1.97498)  -0.2496
H (0.03808, -0.48591, -2.76520)  0.3199
H (1.60276, 0.23829, -2.77879)  0.3171
H (1.37735, -1.26342, -1.82643)  0.2941
H (1.75086, 0.65397, -0.47847)  0.2680
H (0.55884, 1.65392, -1.41717)  0.2313
H (-1.38476, 0.46788, -0.43289)  0.2267
H (-2.30271, -0.34105, 1.66090)  0.2918
H (-1.43135, 0.20972, 3.10765)  0.3100
H (-1.20057, -1.40368, 2.61220)  0.3119

=====

Density functional theory data (ωB97M-V/def2-TZVPD) for a structure of composition C24H72BeN2O30 in a non-equilibrium geometry.

Computed properties:
E_HOMO in Eh: -0.321
Calculated total energy in eV: -90843.910
E_LUMO in eV: -1.983
M in g/mol: 877.8
Multiplicity: 1
Charge: 0
Gap between HOMO and LUMO in eV: 6.7577

Each line ends with the Mulliken charge.
Atoms and positions in Å:
Be (-11.36632, 20.13276, -7.48944)  1.3550
N (-9.32563, 23.00354, -8.93163)  0.3877
O (-9.96821, 24.01765, -9.24823)  -0.6489
O (-8.20139, 22.84784, -9.32782)  -0.6753
O (-9.89123, 22.08380, -8.36025)  0.0761
N (-14.84240, 18.99576, -6.81816)  0.7992
O (-15.38275, 20.03065, -6.56316)  -0.7280
O (-13.64085, 18.96997, -6.94821)  -0.4974
O (-15.37286, 17.91091, -6.94264)  -0.7504
C (-10.29600, 16.47907, -11.79866)  -0.8815
C (-11.65940, 15.73963, -11.66233)  0.0044
O (-12.74747, 16.51083, -12.01364)  -0.5686
O (-9.72355, 17.09007, -10.69115)  -0.1822
H (-10.38138, 17.16475, -12.64167)  0.3839
H (-9.59793, 15.66390, -11.98921)  0.5152
H (-11.90128, 15.34729, -10.67457)  -0.0839
H (-11.59754, 14.96284, -12.42448)  0.3618
H (-13.22797, 16.99157, -11.33569)  0.3436
H (-9.61591, 16.35518, -10.08292)  0.1083
C (-10.01907, 25.54568, -6.18759)  -0.0577
C (-9.37584, 25.33882, -4.77302)  0.3887
O (-9.37079, 26.46403, -3.94648)  -0.5723
O (-11.35420, 25.74627, -6.12247)  -0.4475
H (-9.81591, 24.62157, -6.72873)  -0.3311
H (-9.54272, 26.41391, -6.64296)  0.5517
H (-8.41700, 24.85426, -4.95718)  -0.1538
H (-9.90541, 24.52269, -4.28150)  0.0432
H (-8.46751, 26.66317, -3.68951)  0.3349
H (-11.55570, 26.68487, -6.11932)  0.2991
C (-17.59829, 22.35275, -10.08062)  -0.8566
C (-16.69206, 21.65870, -8.98479)  0.5342
O (-16.92153, 22.28827, -7.71396)  -0.5812
O (-18.96565, 21.80395, -10.23385)  -0.5263
H (-17.05130, 22.31592, -11.02272)  0.3819
H (-17.59796, 23.43446, -9.94647)  0.3775
H (-15.62344, 21.67466, -9.19902)  -0.3651
H (-16.97994, 20.60789, -8.95285)  0.4353
H (-16.19912, 22.00095, -7.15078)  0.3323
H (-19.47604, 22.48446, -10.67884)  0.3097
C (-13.20081, 20.57491, -10.33042)  -0.5841
C (-11.90156, 19.91793, -10.90056)  -0.5093
O (-11.22224, 19.16331, -9.89154)  0.4804
O (-12.71868, 21.48713, -9.25626)  -0.0738
H (-13.90696, 19.80495, -10.01958)  -0.0552
H (-13.65128, 20.98589, -11.23390)  0.5315
H (-11.21918, 20.66880, -11.29886)  0.1132
H (-12.01793, 19.21126, -11.72225)  0.6035
H (-10.56847, 18.63376, -10.35389)  -0.4439
H (-12.85836, 22.35337, -9.64576)  0.0722
C (-14.63460, 25.24596, -8.43922)  -0.0051
C (-15.17237, 25.13661, -6.96806)  -0.4350
O (-14.49300, 24.12430, -6.19582)  -0.5928
O (-13.17533, 25.31070, -8.40150)  -0.5145
H (-15.11312, 26.07895, -8.95424)  0.3610
H (-14.98287, 24.38079, -9.00339)  -0.1248
H (-16.17981, 24.72394, -6.91447)  0.4179
H (-15.24345, 26.06071, -6.39441)  0.3281
H (-14.88512, 23.76360, -5.39724)  0.2156
H (-12.77331, 24.81986, -7.68105)  0.1839
C (-11.63988, 22.32132, -5.06519)  0.5426
C (-11.33088, 20.98489, -4.38495)  -1.2789
O (-10.60885, 20.02222, -5.06311)  -0.3043
O (-12.43524, 22.11866, -6.27379)  0.5456
H (-10.66874, 22.74579, -5.31979)  -0.7452
H (-12.03089, 23.09862, -4.40867)  0.6141
H (-12.25393, 20.53726, -4.01657)  0.4155
H (-10.90298, 21.21730, -3.40977)  0.5104
H (-10.07777, 19.59457, -4.38734)  0.2128
H (-12.98535, 22.90006, -6.36534)  -0.3292
C (-6.62338, 22.90596, -4.15884)  -0.1665
C (-6.45538, 23.48435, -2.77710)  -0.8181
O (-7.27782, 24.55891, -2.63027)  -0.4896
O (-8.02515, 22.49653, -4.37521)  -0.3144
H (-5.92884, 22.10136, -4.40035)  0.3934
H (-6.42715, 23.66219, -4.91892)  0.2051
H (-5.42283, 23.83285, -2.79915)  0.3718
H (-6.64600, 22.73888, -2.00507)  0.2771
H (-6.92568, 25.43940, -2.77972)  0.2930
H (-8.09660, 21.98976, -5.18742)  0.1936
C (-7.62869, 19.67960, -10.81660)  1.6256
C (-7.92526, 20.75630, -11.85266)  -0.6820
O (-6.75372, 21.38604, -12.47646)  -0.5434
O (-7.15429, 18.58822, -11.65441)  -0.6763
H (-8.61129, 19.51916, -10.37289)  -0.9026
H (-6.92094, 19.95037, -10.03310)  -0.0273
H (-8.51754, 21.54306, -11.38541)  0.0643
H (-8.63028, 20.30072, -12.54800)  0.4197
H (-6.65003, 20.93653, -13.31836)  0.3552
H (-7.88720, 17.99057, -11.81954)  0.3455
C (-16.49289, 15.73623, -9.86917)  -0.7553
C (-15.58239, 16.75511, -10.61612)  -0.2262
O (-14.41310, 17.15462, -9.87823)  0.0474
O (-17.17034, 16.26538, -8.74812)  -0.5882
H (-16.00145, 14.84615, -9.47632)  0.2459
H (-17.20452, 15.23751, -10.52716)  0.4374
H (-16.14184, 17.67393, -10.79186)  0.2594
H (-15.42532, 16.35415, -11.61745)  0.4813
H (-14.63235, 17.34638, -8.96348)  -0.1850
H (-16.55352, 16.58909, -8.08755)  0.3617
C (-9.50729, 17.36043, -6.87317)  -0.8553
C (-8.44439, 18.32208, -7.45350)  -0.2609
O (-8.91583, 19.61258, -7.28205)  0.7863
O (-10.78232, 17.54119, -7.58053)  0.1092
H (-9.78178, 17.70510, -5.87620)  0.1648
H (-9.31761, 16.29407, -6.75070)  0.5829
H (-8.31566, 18.16131, -8.52387)  -0.1340
H (-7.58590, 18.16846, -6.79967)  0.4645
H (-8.19123, 20.21356, -7.09396)  -0.1465
H (-11.44474, 16.91953, -7.27018)  0.0373
C (-12.93522, 13.59359, -6.81282)  -0.9001
C (-13.04206, 15.01416, -7.38926)  1.0008
O (-12.82973, 16.08635, -6.50346)  -0.7045
O (-11.53492, 13.42155, -6.49828)  -0.5744
H (-13.11228, 12.71967, -7.43973)  0.3105
H (-13.44998, 13.47877, -5.85891)  0.3683
H (-14.09618, 15.02901, -7.66622)  0.1414
H (-12.42513, 15.07505, -8.28581)  -0.3550
H (-13.58752, 16.67571, -6.50319)  0.3266
H (-11.37527, 13.79436, -5.62815)  0.3047
C (-5.32676, 22.16975, -7.25511)  -0.3509
C (-4.47766, 21.96778, -8.56561)  -0.7648
O (-5.04845, 22.64479, -9.66155)  -0.5675
O (-6.66039, 21.71339, -7.29789)  -0.1722
H (-5.41002, 23.24339, -7.08641)  0.3140
H (-4.72559, 21.74501, -6.45119)  0.3309
H (-4.33907, 20.89157, -8.66886)  0.3305
H (-3.44340, 22.24095, -8.35637)  0.4534
H (-5.80950, 22.19363, -10.03419)  0.2460
H (-7.24964, 21.99016, -8.00342)  -0.0566